1.
{"formula": "C13H21NO3S", "method": "the ωB97M-V functional and the def2-TZVPD basis", "max_force_ev_per_a": 0.94, "total_charge": 0, "smiles": "COc1ccc(S(=O)(=O)NCCC(C)C)cc1C", "spin_multiplicity": 1, "lumo_energy_ev": 0.62, "gap_ha": 0.355, "de_lowest_ev": 0.743, "symbols": ["C", "H", "O", "C", "C", "C", "C", "C", "C", "C", "H", "H", "H", "H", "S", "O", "O", "N", "H", "C", "H", "C", "H", "H", "C", "C", "H", "H", "H", "C", "H", "H", "H", "H", "H", "H", "H", "H", "H"], "xyz": [[2.68882, -3.90667, 3.18146], [3.57995, -3.27230, 3.15741], [2.17619, -4.12795, 1.88855], [1.76095, -3.06439, 1.15500], [1.79118, -1.74385, 1.59494], [1.34369, -0.72674, 0.76781], [0.86828, -1.03438, -0.48802], [0.83306, -2.34237, -0.93816], [1.27800, -3.37300, -0.13210], [1.26474, -4.79774, -0.58599], [2.27348, -5.20611, -0.55894], [0.65515, -5.39949, 0.08613], [0.87317, -4.87641, -1.59561], [0.46551, -2.53360, -1.93462], [0.26231, 0.28036, -1.52678], [0.05347, -0.20376, -2.86551], [1.08352, 1.44087, -1.35934], [-1.23837, 0.55757, -0.78665], [-1.65307, -0.35317, -0.64047], [-2.13420, 1.40761, -1.56495], [-2.19852, 1.04183, -2.59931], [-1.63162, 2.84820, -1.56867], [-0.65077, 2.85757, -2.04252], [-2.31206, 3.45392, -2.17139], [-1.50532, 3.44458, -0.16204], [-0.59282, 4.66771, -0.20027], [-0.99796, 5.42454, -0.86939], [0.39429, 4.38233, -0.55433], [-0.49324, 5.10407, 0.79139], [-2.86916, 3.81742, 0.41464], [-3.35231, 4.56704, -0.20951], [-3.52012, 2.94911, 0.47703], [-2.75758, 4.22827, 1.41571], [-1.04251, 2.68619, 0.47593], [-3.12555, 1.34534, -1.10890], [1.36836, 0.30414, 1.08012], [2.16399, -1.49738, 2.57594], [1.93880, -3.45836, 3.84028], [2.95827, -4.89099, 3.56114]], "atomic_forces_ev_per_a": [[0.1, 0.0, 0.3], [0.0, 0.0, 0.0], [-0.2, 0.1, -0.4], [-0.1, 0.1, -0.2], [0.1, -0.1, 0.1], [0.0, 0.0, 0.0], [-0.3, 0.5, -0.3], [0.0, -0.1, 0.0], [0.1, 0.0, 0.2], [0.0, 0.0, 0.1], [0.0, -0.1, 0.0], [0.0, -0.1, 0.0], [0.0, 0.0, -0.1], [0.0, -0.1, -0.1], [-0.4, -0.5, 0.3], [0.0, -0.2, 0.0], [0.1, 0.1, 0.3], [0.9, -0.3, 0.0], [0.0, -0.2, 0.1], [-0.1, 0.4, -0.5], [-0.2, 0.1, 0.1], [-0.1, -0.1, 0.3], [-0.1, 0.1, -0.1], [0.0, 0.0, -0.1], [0.0, 0.2, -0.2], [-0.1, -0.3, 0.1], [0.0, 0.1, -0.1], [0.1, 0.0, -0.1], [0.0, 0.1, 0.1], [0.3, -0.2, 0.0], [-0.1, 0.1, -0.1], [-0.2, -0.1, 0.0], [-0.1, 0.0, 0.1], [0.0, 0.1, 0.0], [0.1, -0.1, 0.0], [0.0, 0.1, 0.1], [0.0, 0.0, 0.1], [0.0, 0.0, 0.0], [0.0, 0.1, 0.0]]}



2.
{"formula": "C4H17N3O4", "method": "the ωB97M-V functional and the def2-TZVPD basis", "max_force_ev_per_a": 6.38, "total_charge": 0, "smiles": "CNCC(=O)NCN.O.O.O", "spin_multiplicity": 1, "lumo_energy_ev": 0.28, "gap_ha": 0.344, "de_lowest_ev": 1.541, "symbols": ["O", "C", "N", "C", "N", "C", "N", "C", "H", "H", "H", "H", "H", "H", "H", "H", "H", "H", "H", "H", "H", "O", "H", "H", "O", "H", "H", "O"], "xyz": [[-0.95518, -0.91894, 2.01030], [-0.97847, -0.34791, 0.91533], [-2.13007, 0.33066, 0.56357], [-2.16436, 1.38754, -0.45808], [-1.63245, 2.65370, 0.01196], [0.18517, -0.40676, -0.04273], [-0.12307, -1.30655, -1.16455], [0.69318, -0.99317, -2.36167], [-2.91720, 0.30749, 1.26277], [-3.22523, 1.50467, -0.76655], [-1.53096, 1.04910, -1.37857], [-0.74169, 2.55045, 0.44890], [-2.27486, 3.12603, 0.59382], [1.08647, -0.85381, 0.48679], [0.48948, 0.60757, -0.33269], [-1.14801, -1.23658, -1.43614], [1.80263, -1.20880, -2.10816], [0.39523, -1.75107, -3.14556], [0.57511, -0.00597, -2.72282], [0.92317, -3.93395, 0.79139], [0.82547, -3.07667, -0.42950], [1.31969, -3.76784, -0.03654], [3.27978, 0.18037, 1.70387], [3.34600, 1.05161, 0.48073], [2.76134, 0.59753, 1.03647], [0.27484, 1.27216, 2.55665], [1.32652, 1.38563, 1.60675], [0.53747, 1.80350, 1.91427]], "atomic_forces_ev_per_a": [[0.4, 0.2, -0.9], [-1.3, -0.2, 1.9], [-0.3, -0.4, -0.1], [0.8, -0.2, -0.8], [-0.4, -0.5, -1.8], [1.0, -0.9, 0.2], [-1.3, 0.7, -1.0], [1.1, -3.1, 0.6], [1.6, 0.0, -1.0], [0.8, 0.0, 0.0], [-1.3, 0.5, 1.6], [0.4, -0.1, 0.5], [-0.5, 0.5, 0.8], [-1.4, 0.6, -0.4], [-0.2, -0.1, -0.3], [1.7, -0.1, 0.6], [-1.7, 0.5, -0.4], [0.4, 1.0, 0.6], [-0.1, 1.2, -0.4], [-0.7, -0.2, 1.4], [-1.2, 1.4, -0.8], [1.8, -1.0, -0.7], [0.7, -0.5, 0.8], [1.4, 1.1, -1.3], [-1.4, -0.6, 0.5], [-2.3, -3.6, 4.7], [1.3, -0.3, -0.6], [0.9, 4.2, -3.8]]}



3.
{"formula": "C20H19NO5", "method": "the ωB97M-V functional and the def2-TZVPD basis", "max_force_ev_per_a": 0.71, "total_charge": 0, "smiles": "Cc1cc(C)cc(OCC(=O)OCCN2C(=O)c3ccccc3C2=O)c1", "spin_multiplicity": 1, "lumo_energy_ev": -0.45, "gap_ha": 0.304, "de_lowest_ev": 0.000, "symbols": ["C", "C", "C", "C", "C", "C", "C", "H", "C", "H", "H", "H", "H", "O", "C", "C", "O", "O", "C", "H", "C", "N", "C", "O", "C", "C", "C", "C", "C", "C", "C", "O", "H", "H", "H", "H", "H", "H", "H", "H", "H", "H", "H", "H", "H"], "xyz": [[1.75237, 3.06901, -1.38746], [0.93479, 2.36637, -0.34518], [-0.44973, 2.43614, -0.39066], [-1.21210, 1.84626, 0.60883], [-0.58860, 1.16240, 1.64252], [0.79483, 1.06478, 1.68839], [1.54408, 1.67784, 0.69497], [2.62293, 1.62165, 0.73283], [1.45268, 0.31001, 2.80404], [2.52845, 0.25618, 2.65663], [1.25627, 0.80004, 3.75689], [1.05635, -0.70252, 2.86402], [-1.19873, 0.71294, 2.40993], [-2.58441, 1.99266, 0.65863], [-3.32100, 1.53259, -0.44394], [-3.62818, 0.04098, -0.36120], [-4.43789, -0.52441, -1.04493], [-2.87753, -0.54821, 0.56988], [-2.98058, -1.95941, 0.69221], [-4.03170, -2.26321, 0.66267], [-2.21759, -2.64525, -0.44355], [-0.85256, -2.17842, -0.50786], [0.14276, -2.60055, 0.36378], [-0.01855, -3.38864, 1.26055], [1.37186, -1.89938, -0.07627], [2.67003, -1.98649, 0.37986], [3.63747, -1.23409, -0.27903], [3.30794, -0.43081, -1.35911], [1.99576, -0.33588, -1.81220], [1.03698, -1.07396, -1.15284], [-0.41779, -1.20331, -1.39720], [-1.12132, -0.62229, -2.18334], [1.73224, 0.28467, -2.65330], [4.08378, 0.13046, -1.85857], [4.66402, -1.28315, 0.05285], [2.92191, -2.62296, 1.21369], [-2.69010, -2.40709, -1.39998], [-2.21446, -3.72504, -0.27799], [-2.53561, -2.20303, 1.65841], [-4.26601, 2.08326, -0.46109], [-2.80202, 1.69490, -1.39807], [-0.93159, 2.97812, -1.19145], [2.77026, 2.68814, -1.40750], [1.79334, 4.13580, -1.16572], [1.30693, 2.95290, -2.37311]], "atomic_forces_ev_per_a": [[-0.1, 0.1, 0.1], [0.0, 0.0, 0.1], [-0.2, 0.0, 0.0], [0.2, 0.0, 0.1], [-0.2, 0.1, -0.1], [0.0, 0.1, -0.1], [0.0, 0.1, 0.1], [0.1, 0.0, 0.0], [0.0, 0.0, 0.0], [0.1, 0.0, 0.0], [0.0, 0.0, 0.1], [0.0, -0.1, 0.1], [-0.1, -0.1, 0.1], [0.2, 0.2, 0.1], [-0.1, -0.1, -0.2], [-0.2, 0.2, -0.1], [0.0, 0.0, -0.1], [0.2, 0.1, 0.2], [-0.1, -0.5, -0.2], [0.1, 0.0, 0.1], [-0.3, 0.2, 0.2], [-0.3, -0.2, 0.1], [-0.1, -0.1, 0.0], [0.0, 0.0, 0.1], [0.3, 0.5, -0.4], [-0.2, 0.0, 0.0], [0.0, -0.1, 0.1], [-0.1, 0.0, -0.1], [-0.1, -0.2, 0.0], [0.6, -0.2, 0.3], [-0.1, 0.0, -0.1], [0.0, 0.0, -0.1], [0.0, 0.1, -0.1], [0.1, 0.1, 0.0], [0.1, 0.0, 0.0], [0.0, -0.1, 0.1], [0.1, -0.1, 0.1], [0.0, 0.1, 0.0], [-0.1, 0.0, -0.1], [0.1, -0.2, 0.0], [-0.1, 0.0, 0.1], [-0.1, 0.1, -0.1], [0.1, 0.0, 0.0], [0.1, 0.1, -0.1], [0.0, 0.0, -0.1]]}



> Number 1 is which compound?

C13H21NO3S